{
  "formula": "C2H2OS",
  "method": "ωB97M-V/def2-TZVPD",
  "homo_lumo_gap_ev": [8.045, 8.116],
  "largest_force_ev_per_a": 1.826,
  "de_lowest_ev": 3.500,
  "multiplicity": 1,
  "symbols": ["C", "C", "O", "S", "H", "H"],
  "positions_angstrom": [[0.634, -0.081, -0.549], [-0.248, -0.329, 0.462], [1.543, 0.292, -1.177], [-1.055, -0.853, -0.998], [-0.275, -0.697, 1.461], [-0.599, 1.669, 0.802]],
  "atomic_forces_ev_per_a": [[0.216, 0.111, -0.486], [-0.723, 1.671, -0.146], [0.532, 0.102, 0.180], [-0.441, -0.351, 0.134], [0.164, -0.140, 0.396], [0.251, -1.392, -0.078]]
}

---

{
  "formula": "C2H2OS",
  "method": "ωB97M-V/def2-TZVPD",
  "homo_lumo_gap_ev": [4.980, 4.957],
  "largest_force_ev_per_a": 1.929,
  "de_lowest_ev": 5.688,
  "multiplicity": 1,
  "symbols": ["C", "C", "O", "S", "H", "H"],
  "positions_angstrom": [[-1.566, -0.990, 0.419], [-1.725, 0.063, -0.185], [1.169, 1.678, -0.215], [-1.863, 1.542, -0.773], [-1.159, -1.721, 1.046], [1.651, 2.470, -0.440]],
  "atomic_forces_ev_per_a": [[0.393, 0.965, -0.530], [-0.112, -0.469, 0.626], [-1.684, -0.939, 0.041], [1.280, 0.576, -0.237], [-0.088, -0.894, 0.368], [0.211, 0.761, -0.267]]
}

---

{
  "formula": "C2H2OS2",
  "method": "ωB97M-V/def2-TZVPD",
  "homo_lumo_gap_ev": 8.529,
  "smiles": "O=C=S.C=S",
  "largest_force_ev_per_a": 3.347,
  "de_lowest_ev": 0.526,
  "multiplicity": 1,
  "symbols": ["O", "C", "S", "C", "S", "H", "H"],
  "positions_angstrom": [[-0.591, 1.486, -1.871], [-1.312, 1.387, -0.985], [-2.495, 1.162, -0.011], [1.100, -0.990, 0.675], [1.161, -1.647, 2.123], [0.236, -1.135, -0.133], [1.902, -0.261, 0.201]],
  "atomic_forces_ev_per_a": [[1.082, 0.278, -0.088], [-0.870, -0.319, -0.816], [-0.203, 0.037, 0.917], [-0.257, 1.364, -3.045], [-0.021, 0.099, -0.235], [1.616, 0.019, 1.976], [-1.347, -1.477, 1.291]]
}

---

{
  "formula": "C2H2OS2",
  "method": "ωB97M-V/def2-TZVPD",
  "homo_lumo_gap_ev": 7.717,
  "largest_force_ev_per_a": 4.810,
  "de_lowest_ev": 2.827,
  "multiplicity": 1,
  "symbols": ["C", "C", "H", "H", "O", "S", "S"],
  "positions_angstrom": [[0.435, 0.295, 0.004], [-0.683, -0.772, 0.200], [2.676, 0.783, 0.213], [-0.192, -1.901, 1.116], [0.245, 1.502, 0.158], [1.993, -0.402, -0.122], [-2.178, -0.100, -0.116]],
  "atomic_forces_ev_per_a": [[-0.830, 1.659, 1.364], [-0.860, 0.506, 2.084], [-0.717, -1.222, -0.544], [-1.813, 3.201, -3.098], [0.129, -2.411, -0.592], [1.947, 0.677, 0.174], [2.145, -2.410, 0.612]]
}

---

{
  "formula": "C2H2S2",
  "method": "ωB97M-V/def2-TZVPD",
  "homo_lumo_gap_ev": 6.941,
  "largest_force_ev_per_a": 6.022,
  "de_lowest_ev": 3.009,
  "multiplicity": 1,
  "symbols": ["C", "C", "S", "S", "H", "H"],
  "positions_angstrom": [[-0.532, -0.997, -0.079], [0.393, 0.977, 0.098], [0.238, -2.233, 0.360], [1.913, 1.208, -0.346], [-1.594, -0.602, -0.314], [-0.419, 1.646, 0.281]],
  "atomic_forces_ev_per_a": [[-1.300, 5.879, 0.114], [0.482, -3.285, -1.502], [0.775, -1.753, 0.182], [-1.361, -0.127, 0.695], [1.687, -1.437, 0.183], [-0.283, 0.724, 0.328]]
}

---

{
  "formula": "C2H30CdF6NO19S2",
  "method": "ωB97M-V/def2-TZVPD",
  "homo_lumo_gap_ev": 2.736,
  "largest_force_ev_per_a": 3.437,
  "de_lowest_ev": 9.302,
  "charge": 1,
  "multiplicity": 1,
  "symbols": ["Cd", "C", "F", "F", "F", "S", "O", "O", "N", "S", "O", "O", "C", "F", "F", "F", "O", "H", "H", "O", "H", "H", "O", "H", "H", "O", "H", "H", "O", "H", "H", "O", "H", "H", "O", "H", "H", "O", "H", "H", "O", "H", "H", "O", "H", "H", "O", "H", "H", "O", "H", "H", "O", "H", "H", "O", "H", "H", "O", "H", "H"],
  "positions_angstrom": [[-4.060, 1.971, -0.548], [-0.802, -2.341, 1.690], [-0.384, -2.982, 0.598], [-2.093, -2.345, 1.659], [-0.487, -3.084, 2.714], [-0.130, -0.492, 1.834], [-0.920, 0.191, 2.872], [1.316, -0.527, 2.021], [-0.703, 0.214, 0.334], [0.454, -0.078, -0.698], [1.095, -1.405, -0.571], [-0.027, 0.110, -2.038], [1.710, 1.369, -0.453], [2.726, 1.035, 0.359], [2.168, 1.617, -1.691], [1.144, 2.495, -0.016], [4.869, 7.151, 1.338], [5.558, 6.671, 0.879], [4.285, 7.454, 0.643], [4.449, -5.854, 1.173], [3.757, -6.205, 0.613], [4.701, -5.030, 0.754], [-1.105, 4.258, 5.790], [-0.152, 4.184, 5.737], [-1.426, 3.387, 5.557], [-5.891, 0.591, 2.382], [-6.221, -0.294, 2.539], [-6.080, 1.065, 3.192], [4.456, -2.336, -6.436], [5.314, -2.758, -6.456], [3.963, -2.825, -5.778], [-3.525, 4.893, 1.581], [-3.912, 5.767, 1.535], [-2.783, 4.990, 2.179], [-1.972, 3.126, -7.550], [-2.297, 3.205, -8.446], [-1.261, 2.488, -7.607], [8.290, 0.988, -1.707], [7.990, 0.464, -0.965], [8.783, 0.373, -2.251], [-2.732, 4.151, -3.283], [-2.479, 5.074, -3.260], [-2.517, 3.866, -4.172], [6.823, -1.971, 1.893], [7.636, -2.273, 2.298], [6.276, -1.696, 2.629], [-4.985, -0.763, -2.581], [-4.345, -1.418, -2.859], [-5.828, -1.214, -2.629], [-8.818, -2.813, 2.085], [-9.596, -3.359, 2.201], [-8.151, -3.413, 1.752], [3.119, 3.807, 4.587], [3.820, 3.360, 5.060], [3.574, 4.369, 3.959], [-6.873, -6.658, 2.238], [-7.020, -6.542, 3.177], [-6.106, -7.227, 2.184], [2.829, -5.619, -3.867], [2.109, -5.065, -3.565], [2.466, -6.099, -4.611]],
  "atomic_forces_ev_per_a": [[0.786, -0.392, 0.251], [0.688, -1.063, -0.835], [0.209, 0.673, 0.190], [-2.101, 1.217, -0.365], [1.277, 0.338, 1.213], [-0.844, 1.872, 2.756], [0.933, -1.715, -1.911], [-2.289, -0.212, -0.691], [0.838, -1.706, 1.904], [1.548, -1.597, -2.474], [-0.554, 2.650, 0.435], [-0.511, 0.942, 0.022], [1.040, -0.313, -0.534], [-0.946, 0.294, -0.827], [0.063, -0.234, 0.731], [-0.237, -0.722, 0.147], [-0.088, -0.037, 0.253], [0.236, -0.115, -0.093], [-0.147, 0.123, -0.152], [0.029, -0.091, 0.222], [-0.150, -0.138, -0.141], [0.139, 0.250, -0.079], [-0.271, 0.217, -0.084], [0.362, 0.014, -0.001], [-0.048, -0.254, 0.012], [0.305, 0.278, -0.538], [-0.139, -0.336, -0.028], [-0.022, 0.204, 0.234], [-0.118, 0.206, -0.144], [0.232, -0.088, -0.027], [-0.121, -0.151, 0.196], [-0.196, -0.533, -0.424], [-0.175, 0.255, -0.047], [0.312, -0.067, 0.258], [-0.108, 0.089, 0.327], [-0.117, 0.073, -0.231], [0.225, -0.157, -0.014], [-0.048, 0.245, -0.045], [-0.108, -0.137, 0.235], [0.135, -0.121, -0.165], [-0.290, -0.335, 0.518], [0.069, 0.278, 0.076], [0.065, -0.191, -0.367], [-0.054, 0.046, -0.278], [0.231, -0.118, 0.075], [-0.184, 0.068, 0.168], [0.145, 0.632, 0.354], [0.332, -0.162, -0.087], [-0.346, -0.073, 0.022], [0.154, 0.345, 0.011], [-0.238, -0.114, 0.053], [0.161, -0.265, -0.075], [-0.309, -0.056, 0.029], [0.152, -0.129, 0.155], [0.102, 0.216, -0.185], [-0.125, 0.234, -0.193], [-0.077, 0.000, 0.261], [0.187, -0.180, -0.062], [0.218, 0.069, 0.072], [-0.172, 0.157, 0.128], [-0.044, -0.185, -0.209]]
}